Record 1
Density functional theory data (wB97M-V/def2-TZVPD) for C9H24F2NO15S5V as an isolated structure at a distorted geometry.

ORCA input file:
```
! RIJCOSX wB97M-V def2-TZVPD def2/J DEFGRID3
* xyz 0 1
O 0.56 2.62 2.93
V -0.87 2.25 2.30
O -0.75 2.22 0.72
N -4.97 1.42 4.32
S -5.32 0.60 5.82
O -5.76 -0.77 5.68
O -5.81 1.33 6.95
F -3.84 0.40 6.28
S -6.36 1.77 4.11
O -6.74 3.00 4.73
O -7.33 0.74 3.72
F -5.99 2.26 2.69
O 0.20 -3.46 2.26
S 0.50 -4.88 2.33
O 0.23 -5.60 3.57
O -0.15 -5.69 0.95
C -0.30 -7.14 1.01
C -1.43 -7.60 0.14
C 2.22 -5.06 2.08
H -0.39 -7.55 2.01
H 0.61 -7.68 0.74
H -1.31 -7.30 -0.90
H -2.39 -7.21 0.44
H -1.45 -8.67 0.36
H 2.62 -4.60 2.99
H 2.62 -4.60 1.18
H 2.52 -6.11 1.97
O -1.22 7.60 1.50
S -0.65 8.92 1.39
O 0.40 9.38 2.36
O -0.15 9.03 -0.14
C 0.79 10.04 -0.64
C 0.56 10.22 -2.17
C -1.94 10.18 1.16
H 1.80 9.80 -0.32
H 0.59 10.94 -0.06
H -0.46 10.07 -2.52
H 1.15 9.51 -2.74
H 0.90 11.24 -2.36
H -2.37 10.00 0.17
H -1.58 11.19 1.34
H -2.69 9.92 1.91
O 4.73 -6.61 -2.66
S 4.08 -6.32 -3.93
O 3.02 -7.17 -4.40
O 3.65 -4.72 -3.88
C 2.79 -4.18 -4.88
C 2.38 -2.73 -4.49
C 5.26 -6.21 -5.22
H 1.90 -4.79 -5.05
H 3.13 -4.18 -5.91
H 3.31 -2.16 -4.38
H 1.71 -2.62 -3.63
H 1.75 -2.28 -5.25
H 5.59 -5.21 -5.50
H 4.69 -6.55 -6.09
H 5.94 -7.03 -5.00
*
```

For the energy above the lowest of the compared OMol25 structures with the same formula, charge and spin, the calculation gives 613.05 kJ/mol. For the highest occupied orbital energy, the calculation gives -8.7 eV. The calculation puts the LUMO energy at -5.996 eV.

---

Record 2
Density functional theory data (wB97M-V/def2-TZVPD) for C9H24FLiN2O4S as an isolated structure at a distorted geometry.

ORCA input file:
```
! RIJCOSX wB97M-V def2-TZVPD def2/J DEFGRID3
* xyz 0 1
N 2.38 -3.78 1.35
C 2.00 -2.51 0.68
C 1.29 -1.50 1.55
C 0.11 -2.06 2.35
C -0.95 -0.95 2.53
C -2.42 -1.33 2.36
S -2.79 -2.10 0.75
O -3.27 -3.42 1.07
O -1.57 -2.07 -0.06
O -3.81 -1.22 0.18
H 1.60 -4.42 1.34
H 2.60 -3.63 2.33
H 2.89 -2.00 0.25
H 1.32 -2.79 -0.12
H 2.05 -1.06 2.21
H 0.91 -0.71 0.91
H -0.23 -2.97 1.88
H 0.47 -2.35 3.34
H -0.83 -0.61 3.57
H -0.73 -0.08 1.92
H -3.04 -0.44 2.41
H -2.74 -1.99 3.16
C -0.05 3.73 -2.77
C 0.36 3.48 -1.33
C 1.18 2.21 -1.10
O 0.33 1.10 -1.19
C 0.29 0.37 -2.37
N -0.88 3.28 -0.49
H -0.82 3.03 -3.10
H -0.45 4.73 -2.89
H 0.82 3.64 -3.42
H 0.89 4.35 -0.94
H 1.55 2.23 -0.07
H 2.06 2.13 -1.74
H 1.21 0.45 -2.95
H -0.59 0.66 -3.01
H 0.13 -0.67 -2.09
H -1.62 3.96 -0.68
H -0.67 3.31 0.51
H -1.23 2.33 -0.67
Li -0.77 0.28 -4.78
F 3.02 -0.62 -0.92
*
```

For the highest occupied orbital energy, the calculation gives -6.3 eV. The calculation puts the LUMO energy at -3.368 eV.

---

Record 3
Density functional theory data (wB97M-V/def2-TZVPD) for C9H24N2O2RuSe2Si as an isolated structure.

ORCA input file:
```
! RIJCOSX wB97M-V def2-TZVPD def2/J DEFGRID3
* xyz 2 1
Ru -0.34 -0.57 0.54
C 3.47 3.69 -1.14
Se 2.54 2.10 -1.77
C 0.80 2.92 -2.09
C -0.19 2.91 -0.94
Se -1.31 1.30 -0.67
C -1.55 0.76 -2.52
H 3.52 4.40 -1.95
H 4.48 3.37 -0.88
H 2.99 4.11 -0.27
H 0.38 2.48 -3.00
H 1.00 3.97 -2.34
H -0.96 3.67 -1.07
H 0.29 3.10 0.03
H -1.85 1.65 -3.07
H -2.36 0.03 -2.55
H -0.62 0.34 -2.91
N 1.53 0.47 0.90
N 2.48 -0.55 0.62
C 2.16 -1.33 -0.51
O 2.97 -1.93 -1.15
O 0.84 -1.40 -0.75
H 1.72 1.27 0.26
H 1.65 0.77 1.87
H 3.44 -0.23 0.58
C -2.62 -3.74 1.16
Si -1.64 -2.28 1.73
C -2.48 -1.07 2.85
C 0.19 -2.55 2.03
C -1.70 -1.52 -0.40
H -2.80 -4.35 2.05
H -2.08 -4.36 0.44
H -3.60 -3.47 0.76
H -2.56 -1.52 3.85
H -3.49 -0.86 2.50
H -1.95 -0.13 2.99
H 0.29 -2.72 3.11
H 0.93 -1.73 1.88
H 0.57 -3.40 1.47
H -2.74 -1.24 -0.58
H -1.37 -2.34 -1.04
*
```

For the energy above the lowest of the compared OMol25 structures with the same formula, charge and spin, the calculation gives 207.36 kJ/mol. For the highest occupied orbital energy, the calculation gives -14.8 eV. The calculation puts the LUMO energy at -8.881 eV.

---

Record 4
Density functional theory data (wB97M-V/def2-TZVPD) for a 4-piece molecular cluster, C9H24NO12S3 overall at a distorted geometry.

ORCA input file:
```
! RIJCOSX wB97M-V def2-TZVPD def2/J DEFGRID3
* xyz -1 1
N -8.39 -15.61 7.60
O -9.62 -15.70 7.85
O -7.54 -15.69 8.55
O -7.97 -15.48 6.40
O -2.98 -16.18 5.60
S -3.99 -17.13 5.21
O -3.61 -18.27 4.41
O -4.71 -17.72 6.54
C -4.63 -16.95 7.75
C -3.42 -17.45 8.58
C -5.41 -16.28 4.54
H -5.52 -17.18 8.34
H -4.59 -15.87 7.63
H -3.65 -18.43 8.98
H -3.29 -16.63 9.29
H -2.60 -17.48 7.87
H -5.11 -15.38 4.01
H -6.16 -16.13 5.31
H -5.84 -16.99 3.82
O -10.57 -10.65 7.97
S -11.14 -11.76 7.27
O -12.40 -11.61 6.57
O -10.03 -12.29 6.17
C -8.70 -12.47 6.64
C -7.86 -12.99 5.49
C -11.18 -13.18 8.40
H -8.59 -13.11 7.52
H -8.28 -11.50 6.93
H -6.97 -13.52 5.81
H -7.64 -12.16 4.81
H -8.33 -13.70 4.80
H -11.16 -14.05 7.75
H -12.04 -13.15 9.05
H -10.27 -13.19 9.00
O -11.45 -18.19 3.63
S -10.91 -16.97 3.11
O -10.79 -16.84 1.68
O -11.63 -15.61 3.69
C -12.29 -15.76 4.96
C -13.26 -14.65 5.23
C -9.33 -16.57 3.91
H -11.52 -15.75 5.74
H -12.84 -16.70 4.88
H -13.38 -14.46 6.30
H -14.20 -14.78 4.69
H -12.83 -13.70 4.89
H -9.36 -15.48 4.01
H -8.45 -16.92 3.38
H -9.40 -16.83 4.97
*
```

For the energy above the lowest of the compared OMol25 structures with the same formula, charge and spin, the calculation gives 0.00 kJ/mol. For the highest occupied orbital energy, the calculation gives -6.4 eV. The calculation puts the LUMO energy at 2.696 eV.

---

- Which value of highest occupied orbital energy does entry 2 give?
  -6.3 eV

---

- Which value of highest occupied orbital energy does entry 1 give?
  -8.7 eV